(1)
88
Properties=species:S:1:pos:R:3:forces:R:3:mulliken_charge:R:1 method="wB97M-V/def2-TZVPD" total_charge=-2 spin_multiplicity=1 energy_ev=-75304.4713
O -4.7028 0.7688 2.9843 -3.7 2.6 0.1 -0.341
H -5.3884 0.6150 2.3301 -0.3 -0.8 0.0 0.421
H -4.2759 -0.0441 3.2646 3.0 -4.3 0.7 0.469
H -4.1416 1.3962 2.5229 2.3 1.7 -1.3 0.455
O -5.3295 2.2800 -0.1412 -3.8 1.8 3.0 -0.380
H -4.6000 2.4357 0.4631 2.6 0.7 1.8 0.409
H -5.0989 1.9667 -1.0189 1.6 -2.2 -4.7 0.504
H -5.9111 1.6104 0.2261 -0.1 -0.3 -0.2 0.384
O -1.8039 1.0749 0.2366 3.3 0.5 0.0 -0.038
H -2.2713 1.7428 0.7436 -1.7 1.6 0.7 0.577
H -1.9478 1.0863 -0.7125 -1.0 0.2 -2.7 0.357
H -2.1134 0.2237 0.5547 -0.9 -2.8 1.2 0.349
O -3.4287 2.4993 1.4079 0.1 0.2 1.6 -1.200
H -2.9734 3.0999 2.0296 -0.7 -0.2 -0.7 0.131
S -3.8147 0.3360 -2.4855 0.3 -5.5 -0.1 1.020
O -3.9410 -0.8723 -1.6403 0.3 1.1 0.2 -0.590
O -2.5660 1.0533 -2.2275 2.1 1.6 1.1 -0.841
O -3.8638 -0.0692 -3.8726 -0.2 0.7 -1.4 -0.766
O -4.9283 1.2110 -2.1481 -2.6 2.8 0.2 -0.885
S -2.9164 -1.9132 2.2108 -2.2 -3.7 1.6 1.383
O -4.0937 -2.7236 1.9593 -1.2 -0.6 -1.2 -0.840
O -2.6551 -1.0045 1.1482 0.6 2.8 -2.8 -0.789
O -3.2580 -1.1889 3.4352 -0.8 3.4 2.9 -1.005
O -1.7902 -2.7449 2.4754 2.7 -1.3 0.4 -0.746
C 1.2943 2.7098 -3.8045 -0.5 1.1 0.9 -1.329
C 0.0471 2.5670 -4.5768 -2.9 -1.4 -2.0 0.741
C 0.1402 2.7579 -6.1082 1.4 -0.1 0.5 -0.894
O 0.8588 3.9519 -6.4331 -1.0 0.4 0.8 -0.291
C 1.1890 4.0344 -7.7898 -0.7 -0.1 0.9 -0.775
N -0.6984 1.2861 -4.3851 1.3 0.0 -0.4 -0.736
H 0.8961 2.8669 -2.8021 0.6 -0.3 0.5 0.329
H 1.6754 3.6879 -4.0982 0.7 -0.2 0.0 0.352
H 2.0189 1.8956 -3.8163 -0.2 0.1 -0.3 0.301
H -0.7378 3.2627 -4.2799 0.7 1.2 0.4 0.256
H -0.8654 2.7242 -6.5275 -0.1 0.3 -0.2 0.367
H 0.7460 1.9919 -6.5924 -0.2 -0.8 0.2 0.358
H 1.9254 3.2518 -7.9725 0.6 0.4 -0.6 0.323
H 1.4564 5.0848 -7.9048 0.6 -0.3 -0.6 0.228
H 0.3258 3.8080 -8.4158 -0.2 0.1 -0.2 0.299
H -1.6160 1.4040 -4.7904 -0.3 -0.2 -0.4 0.263
H -0.9877 1.1952 -3.4217 0.1 -0.2 0.5 0.234
C -2.9120 -4.4688 -0.7146 1.2 -1.4 -0.1 -1.165
C -1.3619 -4.3901 -0.4261 -1.9 1.7 1.6 0.784
C -0.3195 -5.2866 -1.0409 -1.1 2.1 -1.4 -0.859
O -0.2748 -4.9006 -2.4932 -0.4 -1.9 1.8 -0.242
C 0.8842 -5.4194 -3.0729 0.1 0.7 -0.1 -0.811
N -0.9928 -2.9793 -0.5297 1.0 -0.1 -0.7 -0.599
H -3.3692 -4.8213 0.2100 -0.2 0.0 -0.1 0.277
H -3.0306 -5.2338 -1.4819 -0.6 0.1 -0.3 0.348
H -3.4035 -3.5268 -0.9580 0.4 0.0 -0.3 0.217
H -1.3473 -4.5415 0.6532 0.3 -0.9 0.3 0.389
H -0.5017 -6.3282 -0.7765 -0.2 -0.4 -0.9 0.393
H 0.5941 -5.0129 -0.5130 0.6 0.1 -0.4 0.370
H 1.6506 -4.6845 -2.8267 0.9 -0.5 0.2 0.304
H 0.8697 -5.4285 -4.1628 -0.6 0.1 -0.2 0.230
H 1.0726 -6.4459 -2.7583 0.4 -0.1 0.2 0.292
H -0.1826 -2.8977 0.0678 0.3 0.4 0.1 0.195
H -1.6900 -2.4269 -0.0513 -0.3 0.1 -0.1 -0.175
C 4.9410 -1.2363 4.2832 -0.7 -1.1 0.6 -2.089
C 4.2448 0.0758 3.8803 -0.8 -0.3 -0.4 1.897
C 4.8252 0.3515 2.4593 -0.5 2.1 0.4 -1.465
C 4.1896 1.6110 1.7400 -0.2 -2.8 2.1 -0.752
C 2.6208 1.4523 1.8373 1.5 2.1 -0.7 -1.322
C 1.9311 0.7977 3.0622 -0.4 1.2 -0.5 2.326
N 2.8060 -0.2108 3.6733 0.2 -0.2 -2.1 0.332
O 2.1668 -0.8628 4.7158 0.1 0.2 1.3 -0.495
C 1.4013 1.9015 4.0327 0.2 0.6 0.0 -2.052
C 0.6322 0.2183 2.4777 -0.1 -1.7 0.6 -2.714
C 4.4986 1.1710 4.9536 0.7 0.5 1.0 -1.729
H 6.0217 -1.2915 4.1516 0.0 0.6 0.1 0.378
H 4.5752 -2.1002 3.7283 -0.2 0.3 -0.7 0.443
H 4.6854 -1.5673 5.2898 0.2 0.5 0.4 0.476
H 5.8777 0.6130 2.5685 0.3 -0.4 0.1 0.488
H 4.7098 -0.5168 1.8106 0.0 -0.1 0.3 0.452
H 4.6835 1.5206 0.7725 -0.7 0.8 -0.4 0.379
H 4.5390 2.4685 2.3150 0.0 0.3 -0.3 0.304
H 2.2516 1.1484 0.8578 -0.2 -0.6 0.3 0.472
H 2.3303 2.5011 1.8992 -0.5 0.1 -0.2 0.317
H 2.0726 2.6999 4.3489 0.8 -0.4 0.2 0.450
H 0.6661 2.5105 3.5066 -0.4 -0.4 -0.2 0.475
H 0.9303 1.4772 4.9193 0.0 -0.1 -0.1 0.395
H 0.0613 -0.2411 3.2846 0.0 -0.3 0.0 0.549
H -0.1009 0.8667 1.9978 0.7 0.6 0.0 0.512
H 0.8595 -0.5578 1.7468 0.0 -0.2 0.1 0.496
H 3.7492 1.7146 5.5291 -1.4 -0.5 -1.0 0.395
H 5.0821 2.0338 4.6324 0.7 -0.3 -0.3 0.282
H 4.9336 0.7217 5.8464 1.0 -0.2 -0.3 0.440
H 2.2754 -1.7979 4.5277 -0.3 -0.1 -0.2 0.345


(2)
49
Properties=species:S:1:pos:R:3:forces:R:3:mulliken_charge:R:1 method="wB97M-V/def2-TZVPD" e_above_lowest_ev=0.549 smiles="CCOC(=O)c1[nH]c(C)c(C(=O)NCCc2ccc(OC)cc2)c1C" total_charge=0 spin_multiplicity=1
C -0.7656 -0.0649 -5.0405 -0.3 0.1 0.4 -1.211
C -2.0714 0.3764 -4.4066 -0.2 0.0 -0.5 -0.266
O -1.8850 0.4376 -2.9932 0.1 0.0 0.3 -0.202
C -2.9238 0.9090 -2.2846 -0.3 0.1 -0.2 0.159
O -3.9683 1.2651 -2.7938 0.1 -0.1 0.0 -0.686
C -2.6955 0.9573 -0.8529 0.4 -0.2 0.3 -0.640
N -3.7210 1.4190 -0.0640 -0.1 0.0 -0.1 0.072
C -3.3524 1.4235 1.2268 0.2 -0.1 0.2 -0.317
C -4.2644 1.8676 2.3086 -0.1 0.0 0.1 -1.524
C -2.0513 0.9274 1.3006 -0.4 0.3 -0.1 0.668
C -1.3177 0.7828 2.5757 -0.1 -0.2 -0.2 0.406
O -1.5427 1.4783 3.5527 0.0 0.2 0.3 -0.710
N -0.4054 -0.2177 2.6012 0.2 -0.2 -0.1 -0.044
C 0.4154 -0.4959 3.7532 0.2 0.2 0.2 -0.997
C 1.8682 -0.0297 3.5570 -0.2 -0.2 0.0 -1.182
C 2.4570 -0.5859 2.2912 0.1 0.3 0.0 0.324
C 2.6271 -1.9579 2.1232 0.0 0.1 -0.1 -0.162
C 3.1097 -2.4734 0.9405 0.1 0.0 -0.2 -0.736
C 3.4437 -1.6262 -0.1179 -0.1 0.0 0.1 0.802
O 3.8946 -2.2371 -1.2500 -0.1 -0.1 0.3 -0.456
C 4.2273 -1.4355 -2.3563 0.1 0.1 -0.2 -0.778
C 3.2989 -0.2549 0.0466 0.2 -0.1 -0.3 -0.143
C 2.8070 0.2480 1.2411 0.0 -0.2 0.2 -0.804
C -1.6289 0.6391 -0.0225 -0.3 0.1 -0.4 1.746
C -0.2964 0.1516 -0.4775 0.0 0.1 -0.1 -1.488
H -0.8880 -0.1357 -6.1172 0.0 0.0 -0.1 0.418
H 0.0202 0.6529 -4.8192 0.1 0.1 0.0 0.292
H -0.4707 -1.0356 -4.6507 0.1 -0.1 0.0 0.292
H -2.8795 -0.3307 -4.6264 0.1 0.1 0.0 0.302
H -2.3793 1.3642 -4.7682 0.0 -0.2 0.0 0.337
H -4.6061 1.7144 -0.4475 0.1 0.0 0.1 0.230
H -3.6990 1.9725 3.2297 -0.1 0.0 0.0 0.347
H -5.0627 1.1402 2.4596 -0.1 0.0 0.0 0.290
H -4.7186 2.8239 2.0539 -0.1 0.1 0.0 0.381
H -0.2326 -0.7579 1.7713 -0.1 0.1 0.0 0.230
H 0.3906 -1.5716 3.9518 0.0 0.1 0.0 0.433
H -0.0312 0.0365 4.5960 0.0 -0.2 -0.1 0.479
H 1.8865 1.0603 3.5217 0.0 0.0 0.1 0.349
H 2.4510 -0.3555 4.4212 0.0 0.1 0.1 0.422
H 2.3801 -2.6302 2.9319 0.0 -0.1 0.1 0.375
H 3.2396 -3.5356 0.8058 0.0 -0.1 0.0 0.453
H 4.5413 -2.1261 -3.1375 0.0 0.1 0.0 0.242
H 3.3653 -0.8591 -2.7086 0.0 0.0 0.0 0.284
H 5.0517 -0.7527 -2.1261 0.0 0.0 0.0 0.332
H 3.5581 0.4327 -0.7428 0.0 0.0 -0.1 0.394
H 2.6990 1.3180 1.3524 0.0 0.1 0.0 0.260
H 0.5000 0.5652 0.1373 0.0 -0.1 0.0 0.271
H -0.2386 -0.9379 -0.4355 0.1 -0.1 0.0 0.360
H -0.1364 0.4439 -1.5112 0.1 -0.1 0.0 0.393


(3)
45
Properties=species:S:1:pos:R:3:forces:R:3:mulliken_charge:R:1 method="wB97M-V/def2-TZVPD" e_above_lowest_ev=0.000 total_charge=-1 spin_multiplicity=1
Br -5.8249 2.5648 -16.1588 0.0 -0.2 -0.3 -0.801
C -8.2678 3.9285 -11.5367 -0.5 0.5 2.3 -1.313
C -7.6560 3.9659 -12.8730 0.6 -0.2 -0.2 0.815
O -6.7010 4.7107 -13.0629 -0.2 -0.1 -0.2 -0.654
N -8.1923 3.1932 -13.8232 -0.9 -0.5 0.6 0.289
C -9.4020 2.3298 -13.6697 1.2 1.2 -0.9 -0.756
H -7.6164 4.5666 -10.9396 -0.5 0.5 0.0 0.353
H -8.3385 3.0504 -10.8948 0.3 -0.8 -0.8 0.339
H -9.3065 4.2592 -11.5421 0.0 0.5 -0.1 0.294
H -7.6359 3.2212 -14.6657 0.0 -0.5 -0.5 -0.144
H -9.4418 1.7895 -12.7238 0.4 -0.2 -0.2 0.326
H -9.3652 1.7095 -14.5652 -0.3 -0.5 0.4 0.104
H -10.3065 2.9357 -13.7226 -0.1 0.1 -0.1 0.312
C -9.2594 5.6290 -16.0026 0.6 -0.4 1.6 -0.847
C -9.3888 4.9816 -17.3398 -1.1 2.2 0.3 0.826
O -10.0494 5.6190 -18.1499 -0.5 -0.1 -1.1 -0.725
N -8.7566 3.8654 -17.6355 -0.4 -0.5 -1.2 0.166
C -8.7796 3.3695 -19.0338 0.5 -1.4 1.2 -0.930
H -9.9811 6.4195 -15.7966 0.0 -0.1 -0.7 0.341
H -8.2590 6.0559 -15.9306 0.1 0.0 0.1 0.261
H -9.3483 4.9516 -15.1533 0.2 -0.3 -0.1 0.068
H -8.1634 3.4064 -16.9591 0.4 0.0 -0.1 -0.177
H -7.7336 3.2566 -19.3189 -0.1 0.2 -0.5 0.300
H -9.4062 3.8646 -19.7757 0.3 0.7 0.7 0.336
H -9.1884 2.3619 -18.9580 0.1 -0.2 -0.3 0.302
N -4.2106 -0.7500 -16.2299 1.1 -0.7 -1.6 0.216
C -3.6301 -1.3547 -17.3468 -0.9 -0.4 1.1 -0.692
C -3.4102 -2.6909 -16.9944 1.0 0.7 -1.5 -0.230
C -3.6470 -2.8542 -15.6372 -1.7 1.5 1.0 -0.653
C -4.2517 -1.6464 -15.2283 1.1 -0.7 1.1 -0.333
H -4.4034 0.2408 -16.1956 -0.4 0.2 0.3 0.129
H -3.4444 -0.7609 -18.2296 -0.2 -0.3 -0.1 0.365
H -3.0803 -3.4751 -17.6596 0.3 0.2 -0.1 0.382
H -3.4320 -3.6889 -14.9864 -0.3 -0.1 -0.2 0.396
H -4.5224 -1.3296 -14.2320 -0.2 -0.1 -0.1 0.409
N -7.6652 -0.0139 -17.4401 -0.2 -1.9 -1.5 0.391
C -8.9911 0.1629 -17.2303 0.0 0.8 0.6 -0.218
C -9.6108 -1.0626 -17.2012 -0.4 0.3 0.7 -0.901
C -8.6256 -2.0401 -17.3906 1.1 0.2 -1.7 -0.554
C -7.4417 -1.3597 -17.7189 -0.5 0.4 1.5 -0.484
H -6.9692 0.7162 -17.4912 0.1 0.2 0.2 0.128
H -9.3221 1.1788 -17.0730 -0.4 -0.2 0.1 0.396
H -10.6412 -1.2868 -16.9681 0.0 0.3 -0.1 0.393
H -8.8669 -3.0856 -17.5131 0.4 0.0 0.1 0.363
H -6.4527 -1.6571 -18.0350 -0.1 -0.3 0.3 0.410


(4)
87
Properties=species:S:1:pos:R:3:forces:R:3:lowdin_spin:R:1 method="wB97M-V/def2-TZVPD" e_above_lowest_ev=2.322 s2=0.854 total_charge=+2 spin_multiplicity=2
W 0.1904 0.3388 -0.1337 -0.8 -2.3 2.1 0.901
C -1.1820 3.3025 -2.8698 0.4 -0.3 0.1 -0.003
C -1.3055 2.3662 -1.7104 0.2 -0.5 0.2 -0.008
O -0.2528 1.6569 -1.3594 -2.5 3.0 -1.5 0.006
C -2.5096 2.2144 -1.0246 0.1 0.0 0.2 -0.003
C -2.7523 1.4043 0.0912 0.1 0.2 -0.5 0.017
C -4.0894 1.3647 0.7479 0.0 0.0 -0.1 0.004
N -1.7662 0.6455 0.6232 2.1 -0.9 -0.6 -0.029
N -2.0693 -0.0179 1.7495 0.2 -0.6 1.0 -0.038
C -1.0523 -0.7132 2.2210 -1.0 1.1 -1.3 0.016
O 0.0626 -0.6714 1.4869 -0.9 0.3 1.1 0.022
C -1.1603 -1.4619 3.4483 0.3 -0.5 0.7 0.001
C -2.4066 -1.5998 4.0812 0.3 0.1 -0.3 0.005
C -2.5013 -2.2981 5.2651 0.1 -0.1 0.1 0.000
C -1.3679 -2.8768 5.8274 0.1 0.1 -0.1 0.007
C -0.1297 -2.7445 5.2063 -0.1 -0.1 0.2 -0.001
C -0.0208 -2.0407 4.0261 -0.3 0.3 -0.4 0.006
H -0.2857 3.0762 -3.4447 0.0 0.0 0.0 0.000
H -1.1201 4.3341 -2.5191 0.0 0.0 0.1 -0.001
H -2.0528 3.2231 -3.5178 -0.1 0.0 0.0 0.000
H -3.3315 2.8153 -1.3791 -0.1 0.0 0.0 0.000
H -4.8134 1.9723 0.2178 0.0 0.1 -0.1 0.000
H -4.0085 1.7056 1.7801 0.0 0.0 0.0 0.001
H -4.4382 0.3335 0.7965 0.0 0.0 0.0 0.001
H -3.2792 -1.1677 3.6194 -0.1 0.1 0.0 0.000
H -3.4573 -2.3995 5.7565 -0.1 0.0 0.0 0.000
H -1.4493 -3.4350 6.7475 0.0 0.0 0.1 0.000
H 0.7498 -3.1869 5.6490 0.0 -0.1 0.1 0.000
H 0.9362 -1.9216 3.5373 0.1 0.0 0.0 0.000
C 1.0245 -0.1314 -3.4896 -0.3 0.2 0.5 -0.003
Ge -0.1179 -1.1140 -2.1303 2.0 -2.0 -2.3 -0.028
C 1.4046 -1.6547 -0.8434 -0.2 0.4 -0.4 0.015
C 2.4506 -0.7255 -0.5293 -0.5 -0.6 -0.3 -0.005
C 3.2543 -0.9530 0.6053 0.3 -0.1 0.3 0.030
C 3.0418 -2.0495 1.4144 0.0 0.2 -0.2 0.016
C 2.0158 -2.9559 1.1176 0.0 0.0 -0.2 0.022
C 1.1911 -2.7347 0.0405 0.1 -0.2 -0.1 0.027
C -1.0458 -2.6397 -3.0726 -0.9 1.1 1.0 -0.010
C -2.4255 -2.5613 -3.0520 0.6 0.4 0.4 -0.001
C -3.2162 -3.4726 -3.7521 -0.1 -0.6 -0.5 0.000
C -2.6264 -4.4891 -4.4654 -0.3 0.4 0.3 0.000
C -1.2229 -4.6073 -4.5146 0.2 0.2 0.1 -0.001
C -0.5859 -5.6329 -5.2492 0.5 0.0 -0.1 0.000
C 0.7857 -5.6898 -5.3485 -0.8 -0.2 -0.1 0.000
C 1.5748 -4.7325 -4.7044 -0.1 0.6 0.4 0.000
C 0.9855 -3.7481 -3.9464 0.4 -0.3 -0.2 -0.001
C -0.4146 -3.6534 -3.8289 0.4 -0.1 0.0 -0.002
H 1.8981 -0.7204 -3.7680 -0.1 -0.1 0.2 -0.001
H 1.3597 0.8303 -3.0778 0.0 -0.2 -0.2 0.000
H 0.4740 0.0641 -4.4054 -0.2 0.1 0.0 0.001
H 2.7982 -0.0096 -1.2872 -0.3 -0.1 0.2 0.003
H 4.0742 -0.2804 0.8218 0.0 0.0 0.0 0.001
H 3.6707 -2.2219 2.2755 0.1 0.0 0.0 0.000
H 1.8736 -3.8285 1.7355 0.0 -0.1 0.1 0.000
H 0.3665 -3.4121 -0.1642 0.1 0.0 0.0 0.001
H -2.9047 -1.7704 -2.4849 -0.1 -0.1 0.0 -0.001
H -4.2902 -3.3721 -3.7331 -0.1 0.0 0.0 0.000
H -3.2352 -5.1922 -5.0149 0.0 -0.1 0.0 0.000
H -1.1975 -6.3720 -5.7451 -0.1 0.0 -0.1 0.000
H 1.2561 -6.4714 -5.9240 0.0 -0.1 -0.1 0.000
H 2.6475 -4.7719 -4.8055 0.1 0.0 0.0 0.000
H 1.5886 -3.0180 -3.4235 0.2 0.0 0.0 0.000
C 1.6779 2.6591 4.1885 0.1 0.0 -0.4 0.000
C 2.6675 2.1797 3.1439 0.2 -0.3 0.9 0.000
O 2.4258 2.7926 1.8704 -0.8 -0.6 -1.2 0.001
P 1.2915 2.3180 0.8393 0.6 3.0 0.0 0.022
O -0.1326 2.8610 1.3332 0.8 -0.7 0.0 0.011
C -0.4382 4.2380 1.6962 -0.1 0.3 0.2 0.002
C -1.5672 4.1983 2.7041 0.3 -0.1 -0.2 0.000
O 1.5854 3.3386 -0.3537 -0.2 -0.4 0.5 -0.003
C 2.8539 3.6031 -0.9907 0.3 0.3 -0.2 0.000
C 3.1572 5.0865 -0.9047 -0.1 -0.3 0.1 0.000
H 1.9443 2.2485 5.1580 0.0 -0.1 0.1 0.000
H 0.6706 2.3364 3.9279 -0.1 0.0 0.1 0.000
H 1.6982 3.7448 4.2559 0.0 0.1 0.0 0.000
H 2.6261 1.0883 3.0431 0.1 0.1 0.0 0.000
H 3.6845 2.4796 3.4062 -0.1 -0.1 -0.1 0.000
H -0.7391 4.7590 0.7839 0.1 -0.1 0.0 0.000
H 0.4622 4.7088 2.0978 -0.1 0.0 0.0 0.000
H -2.3802 3.5911 2.3124 -0.1 0.0 0.0 0.000
H -1.9274 5.2058 2.8842 -0.1 0.1 0.1 0.000
H -1.2328 3.7665 3.6434 0.0 0.0 0.1 0.000
H 2.7437 3.2929 -2.0357 0.1 -0.1 0.2 0.000
H 3.6384 3.0158 -0.5083 0.0 0.0 -0.1 0.000
H 2.3186 5.6647 -1.2843 -0.1 0.0 -0.1 0.000
H 4.0339 5.3146 -1.5048 0.1 0.0 0.0 0.000
H 3.3472 5.3816 0.1236 0.0 0.0 0.1 0.000